ORCA calculation (ωB97M-V/def2-TZVPD) on an isolated molecule of C4H10N2OS at a distorted geometry.

The largest force on an atom comes out at 3.224 eV Å⁻¹. The orbital gap comes out at 4.375 eV. The value obtained for the relative energy (zero: lowest compared OMol25 entry of this formula, charge and spin) is 650.2 kJ/mol.

```
! wB97M-V def2-TZVPD RIJCOSX def2/J DEFGRID3
* xyz 0 1
O 0.9845 -0.2703 -0.8862
C -0.0937 0.1816 0.0557
N -0.2665 -0.6502 1.1679
C 1.0645 -1.0525 1.5322
N 1.6204 -2.3583 1.0916
C -1.4147 0.5070 -0.7042
C -1.4165 1.9602 -1.2431
S 0.0242 2.2918 -2.2421
H 0.2838 1.2034 0.3612
H 1.7637 -0.2882 1.1098
H 1.1614 -0.9960 2.6392
H 1.8114 -2.9669 1.9596
H 0.8614 -2.7850 0.5769
H -2.2303 0.1765 -0.0795
H -1.4358 -0.0754 -1.6427
H -2.2914 1.9923 -1.9116
H -1.6899 2.6291 -0.4160
H 1.2633 0.5011 -1.3686
*
```